Record 1
ORCA calculation (wB97M-V/def2-TZVPD) on a molecular structure, C17H51AgBN4O6V.

```
81
Properties=species:S:1:pos:R:3:forces:R:3:lowdin_charge:R:1
O 0.52545 -0.51878 -2.85816 -0.8 -3.4 3.3 -0.276
V 0.23646 -1.46020 -1.53710 -0.4 5.9 -1.3 1.102
Ag -3.17431 -0.03055 -1.58790 -0.2 -0.1 0.6 0.768
B -2.04830 -2.31921 -1.97573 -0.4 -0.2 -0.7 -0.375
H -2.37830 -2.94601 -2.78965 -0.8 -1.9 -3.0 -0.003
H -1.70676 -1.33779 -2.26624 1.6 3.8 -2.0 -0.090
H -2.87571 -2.14549 -1.30533 -2.9 0.1 3.1 -0.046
H -1.24087 -2.82747 -1.47176 3.2 -2.1 2.1 -0.065
C -1.27965 1.02098 0.53290 1.0 0.2 -0.1 -0.271
O -0.78319 0.23562 -0.51028 0.4 -1.8 -1.1 -0.438
H -0.78579 0.88732 1.49536 0.1 -0.4 0.4 0.063
H -1.03566 2.05046 0.27066 -0.4 0.6 0.0 0.054
H -2.35383 0.96814 0.71022 -0.2 -0.2 0.0 0.052
C -0.63412 -3.58202 2.53840 0.0 0.7 2.0 -0.044
C -0.25445 -2.37109 1.74329 0.4 1.3 0.3 -0.402
C 0.84277 -1.43759 2.40341 0.6 -2.2 1.8 -0.095
O 1.95380 -2.27896 2.97023 -2.3 -0.1 -2.2 -0.217
C 2.69244 -1.73628 4.00890 0.2 0.4 0.2 -0.122
N 0.13546 -2.93430 0.46641 1.0 0.1 -1.7 0.005
H 0.25242 -4.07196 2.94101 0.0 -0.4 -0.4 0.097
H -1.28152 -4.20933 1.92565 0.1 -0.2 0.4 0.100
H -1.15813 -3.22775 3.42610 -0.4 -0.4 0.1 0.098
H -1.16536 -1.77960 1.65119 0.2 0.4 -0.4 0.133
H 0.31285 -1.01452 3.25682 0.0 0.3 0.2 0.118
H 1.30429 -0.61035 1.86419 -0.4 -0.2 -0.6 0.097
H 3.39444 -0.99954 3.61835 0.0 0.5 0.2 0.075
H 3.30814 -2.52181 4.44699 -0.2 -0.1 0.0 0.100
H 2.02067 -1.32814 4.76406 0.2 0.3 0.3 0.093
H 0.68424 -3.70577 0.81822 1.4 -0.2 -0.6 0.103
H -0.62564 -3.49737 0.11458 -0.7 0.3 -0.1 0.062
C -6.87052 -2.11727 0.29274 -0.1 -0.3 -1.2 -0.045
C -6.21205 -0.97435 -0.60245 -2.1 -0.7 2.2 -0.357
C -7.19472 0.27054 -0.76030 1.0 -0.6 -2.7 -0.118
O -8.35397 0.00900 -1.65147 0.2 -0.4 3.7 -0.199
C -8.19193 0.09847 -3.02861 1.5 0.2 0.1 -0.117
N -4.92068 -0.66260 0.04297 1.0 0.9 -0.5 -0.011
H -6.32488 -3.03298 0.06503 -0.1 -0.2 -0.1 0.069
H -7.92438 -2.31106 0.09295 0.0 0.1 -0.6 0.079
H -6.86998 -2.08605 1.38230 0.6 1.0 0.1 0.075
H -5.94409 -1.38346 -1.57658 -0.4 0.0 0.0 0.120
H -6.62467 1.02756 -1.29888 0.3 0.3 0.0 0.097
H -7.41879 0.73220 0.20134 -0.9 -0.5 -0.1 0.126
H -7.83358 1.10109 -3.26192 -0.2 0.2 -0.5 0.086
H -9.12993 -0.14618 -3.52700 0.1 0.1 0.2 0.103
H -7.40293 -0.59599 -3.31728 0.0 -0.2 -0.6 0.077
H -4.44531 -1.52280 0.27574 0.0 -0.6 -0.5 0.060
H -5.01079 -0.30516 0.98330 -0.6 0.8 0.1 0.087
C 1.29694 4.44720 -0.38239 0.5 1.1 0.4 -0.029
C 2.29026 3.36129 -0.76813 -1.1 -1.0 -1.3 -0.377
C 3.80344 3.80826 -0.75746 -1.6 0.1 1.1 -0.027
O 4.01472 4.76901 0.30298 0.5 -0.1 -0.3 0.061
C 5.39616 5.01491 0.58801 0.4 0.2 -0.7 0.047
N 2.08244 2.18008 0.05539 1.3 1.6 0.8 0.078
H 1.51132 4.69065 0.65822 0.1 0.6 0.0 0.087
H 0.23072 4.22400 -0.34386 0.2 -0.9 -0.5 0.092
H 1.37576 5.31780 -1.03349 0.2 0.2 0.2 0.099
H 1.96920 2.95312 -1.72648 0.8 0.8 -0.8 0.140
H 4.05867 4.35673 -1.66418 0.0 0.2 -0.4 0.181
H 4.55419 3.03185 -0.61025 -0.1 -0.3 -0.2 0.140
H 5.91059 5.04989 -0.37232 0.2 -0.2 -0.2 0.128
H 5.79777 4.15660 1.12665 -0.1 -0.3 0.3 0.141
H 5.63223 5.94872 1.09826 -0.9 -0.1 0.3 0.131
H 1.12015 1.88645 -0.03335 -0.5 -0.1 0.1 0.069
H 2.20934 2.64595 0.94250 -0.3 -1.1 1.3 0.105
C 3.34826 0.24469 -2.72495 0.4 -0.4 0.3 -0.029
C 3.46737 -0.58888 -1.44140 1.4 1.4 -0.6 -0.378
C 4.54239 -0.09998 -0.43270 0.6 -2.5 -0.6 -0.168
O 4.71748 -1.28787 0.40862 0.5 1.7 -0.1 -0.207
C 5.83900 -1.09906 1.30142 -1.2 0.4 -0.3 -0.072
N 2.21428 -0.52617 -0.73675 -1.0 -1.8 0.0 0.014
H 2.89417 1.22197 -2.56114 -0.4 -0.1 0.3 0.058
H 2.70080 -0.33078 -3.38656 0.4 0.5 -0.4 0.067
H 4.31991 0.50589 -3.14422 0.0 -0.6 -0.3 0.090
H 3.75304 -1.62314 -1.63322 0.0 0.1 -0.3 0.155
H 4.35135 0.77379 0.19031 -0.5 0.1 -0.1 0.099
H 5.44519 0.07086 -1.01909 0.4 0.1 0.1 0.125
H 6.73927 -0.88488 0.72544 0.3 -0.7 0.1 0.092
H 5.82545 -1.94779 1.98520 0.6 0.0 -0.3 0.101
H 5.67851 -0.19550 1.88958 -0.2 0.2 0.3 0.074
H 2.16612 0.47501 -0.61254 -0.9 0.1 0.5 0.026
H 2.53487 -0.92227 0.13527 -0.8 -0.2 0.9 0.076
```
Positions in Å, forces in eV/Å.

Its orbital gap (alpha / beta) is 6.896 / 1.895 eV. The charge is +2. The expectation value of S² is 2.075. For the HOMO energy (alpha / beta), the calculation gives -0.4876 / -0.4876 Eh. The multiplicity is 3.

***

Record 2
ORCA calculation (wB97M-V/def2-TZVPD) on a single C3H4S molecule.

```
8
Properties=species:S:1:pos:R:3:forces:R:3:lowdin_charge:R:1
C -0.67127 0.54354 -0.07943 1.7 3.7 -1.0 -0.676
C 0.68566 -0.08861 -0.27038 1.6 -0.7 0.1 -0.194
C 1.82560 -0.54669 -0.15111 -2.5 1.7 -0.1 0.092
H -1.18270 -1.25120 0.29259 -1.2 -1.4 0.2 -0.122
H -0.58189 0.84677 0.94646 -0.1 0.4 0.6 0.049
H -0.80991 1.58513 -0.63583 0.6 -2.3 0.7 0.118
H 2.87995 -0.65346 0.06258 -0.6 -0.4 -0.3 0.030
S -2.14544 -0.43548 -0.16488 0.5 -1.0 -0.2 0.703
```
Positions in Å, forces in eV/Å.

Its SMILES is C#CCS. Its orbital gap is 10.054 eV. For the HOMO energy, the calculation gives -0.3408 Eh. The multiplicity is 1.

***

Record 3
ORCA calculation (wB97M-V/def2-TZVPD) on a molecular structure, C14H14ClKN4O5S.

```
40
Properties=species:S:1:pos:R:3:forces:R:3:lowdin_charge:R:1
K -0.93690 1.33214 0.89764 0.6 1.1 -0.3 0.772
N -1.28363 5.72564 -1.03993 0.1 -0.1 0.0 -0.019
C -0.83712 4.39037 -0.93622 0.1 0.0 0.0 -0.981
S 0.60863 4.14474 0.01725 -0.5 0.0 -0.3 0.330
N -1.58023 3.56385 -1.61459 0.4 -0.2 0.2 -0.059
N -1.24722 2.20493 -1.48765 -0.2 0.5 -0.5 -0.105
C -1.42304 1.55124 -2.56445 0.1 -0.6 -0.1 -0.127
C -1.28674 0.08766 -2.75831 0.0 0.5 -0.1 -0.138
C -1.49192 -0.35909 -4.06391 0.0 -0.1 0.0 -0.101
C -1.39710 -1.69216 -4.43888 0.0 0.0 0.2 -0.158
C -1.08113 -2.62086 -3.44274 0.0 0.0 0.0 -0.148
C -0.87104 -2.22417 -2.13832 -0.1 0.1 -0.1 -0.048
C -0.96794 -0.86088 -1.72318 0.1 0.1 0.2 -0.392
O -0.77574 -0.52609 -0.50288 0.0 -0.9 -0.8 -0.254
H -0.98515 6.25728 -0.23747 0.0 0.0 0.0 0.024
H -2.27975 5.75938 -1.21155 0.0 0.0 0.0 0.052
H -1.69200 2.11918 -3.46151 -0.1 -0.1 -0.1 0.098
H -1.73138 0.38870 -4.81613 0.0 0.0 0.0 0.090
H -1.55978 -1.99469 -5.46531 0.0 0.0 0.0 0.068
H -0.99859 -3.67498 -3.69129 0.0 0.0 0.0 0.080
H -0.63164 -2.94795 -1.36598 0.0 0.0 0.0 0.095
O -2.35183 -0.41812 4.33638 0.1 0.5 -0.2 -0.363
Cl -2.09441 0.84368 3.67121 0.1 -0.1 -0.1 0.654
O -2.41491 1.95629 4.53570 0.1 -0.5 -0.2 -0.352
O -2.88714 0.92149 2.44073 0.1 -0.1 1.1 -0.447
O -0.67416 0.90514 3.29156 -0.8 -0.2 1.1 -0.485
N 0.18622 -1.84543 1.88269 0.1 0.1 0.0 0.123
C 1.56375 -1.81296 1.94641 -0.2 0.0 0.0 -0.318
C 2.33844 -1.98133 0.78898 0.1 0.0 0.0 -0.032
C 3.72101 -2.00227 0.86546 0.0 0.0 0.0 -0.118
C 4.38108 -1.85576 2.08295 -0.1 0.0 0.0 -0.145
C 3.61430 -1.67190 3.22850 0.0 0.0 0.0 -0.127
C 2.22996 -1.64788 3.16830 0.1 0.0 0.0 -0.045
H -0.27686 -1.38640 2.65581 0.0 0.0 0.0 0.061
H -0.21714 -1.57491 0.97984 0.0 0.0 0.0 0.048
H 1.83448 -2.06507 -0.16755 0.0 0.0 0.0 0.105
H 4.29286 -2.11865 -0.04860 0.0 0.0 0.0 0.090
H 5.46244 -1.86135 2.13396 0.0 0.0 0.0 0.077
H 4.09849 -1.52816 4.18851 0.0 0.0 0.0 0.087
H 1.64286 -1.48064 4.06453 0.0 0.0 0.0 0.107
```
Positions in Å, forces in eV/Å.

Its orbital gap is 6.288 eV. The charge is -2. For the HOMO energy, the calculation gives -0.0550 Eh. The multiplicity is 1.

***

| no. | F_max (eV/Å) |
| --- | --- |
| 1 | 6.06 |
| 2 | 4.21 |
| 3 | 1.34 |